No. 1
{"formula": "C33H64N2O5P", "method": "ωB97M-V with the def2-TZVPD basis set", "elements": ["C", "C", "C", "N", "C", "C", "C", "C", "C", "C", "C", "C", "C", "C", "C", "C", "N", "C", "C", "C", "C", "C", "C", "C", "C", "C", "C", "P", "O", "O", "O", "H", "H", "H", "H", "H", "H", "H", "H", "H", "H", "H", "H", "H", "H", "H", "H", "H", "H", "H", "H", "H", "H", "H", "H", "H", "H", "H", "H", "H", "H", "H", "H", "H", "H", "H", "H", "H", "H", "H", "H", "H", "H", "H", "H", "H", "H", "H", "H", "C", "C", "C", "O", "C", "H", "H", "H", "H", "H", "H", "H", "H", "C", "C", "C", "O", "C", "H", "H", "H", "H", "H", "H", "H", "H"], "positions_angstrom": [[3.470894, 2.477082, 3.943858], [3.897021, 1.150646, 3.495679], [3.466607, 0.548425, 2.041473], [3.451017, -0.945925, 2.048816], [2.565677, -1.561641, 3.123751], [1.192670, -0.809193, 3.409902], [0.069364, -0.910716, 2.267333], [-0.972388, 0.325194, 2.521031], [-1.779021, 0.545135, 1.117503], [-1.186615, 1.745824, 0.225260], [-2.261171, 2.857281, -0.214659], [-3.034130, 2.488608, -1.606210], [-4.037112, 1.277090, -1.258322], [-5.438736, 1.308489, -2.053254], [-6.518373, 0.561375, -1.081062], [-6.150394, -0.984005, -0.861438], [-6.579353, -1.546497, 0.448382], [-5.764723, -1.704007, 1.656606], [-6.553206, -2.374888, 2.823504], [-7.964422, -2.588337, 2.179451], [-7.910299, -2.043931, 0.739689], [3.008288, -1.583387, 0.729354], [2.750306, -0.548768, -0.468228], [2.174545, -1.406124, -1.733101], [1.563816, -0.452817, -2.885702], [3.200195, -2.519353, -2.268569], [4.836202, -1.538986, 2.332712], [6.217974, -0.994045, 1.185324], [7.441968, -1.883199, 1.523425], [5.936173, -1.173948, -0.474921], [6.763775, 0.626512, 1.453541], [4.001618, 3.378255, 3.490019], [2.671865, 2.594918, 4.769688], [4.514788, 0.557642, 4.261407], [2.443856, 1.023499, 1.794126], [4.198345, 1.020219, 1.295847], [2.347066, -2.681462, 2.930923], [3.156166, -1.558366, 4.120792], [0.736989, -1.305858, 4.353133], [1.290882, 0.303428, 3.688644], [-0.555315, -1.865765, 2.425800], [0.441086, -0.772823, 1.198327], [-1.664648, 0.145615, 3.408289], [-0.317083, 1.271786, 2.629457], [-1.721858, -0.407264, 0.461329], [-2.867829, 0.790853, 1.351603], [-0.709149, 1.354722, -0.756236], [-0.331008, 2.321445, 0.757663], [-1.786771, 3.887577, -0.395211], [-3.088519, 3.025536, 0.575348], [-2.296762, 2.145604, -2.419211], [-3.622931, 3.371831, -2.029590], [-3.486905, 0.294074, -1.467880], [-4.307542, 1.388323, -0.137276], [-5.298496, 0.724427, -3.042200], [-5.827899, 2.356931, -2.282151], [-6.497308, 1.156016, -0.096927], [-7.574206, 0.640202, -1.532539], [-5.048888, -1.245552, -0.997194], [-6.720657, -1.574331, -1.675116], [-4.674440, -1.381721, 1.747802], [-6.209593, -2.662742, 3.869555], [-8.846588, -3.076556, 2.718472], [-8.789705, -2.040159, 0.008038], [2.032864, -2.195035, 0.835497], [3.792472, -2.364135, 0.391726], [3.644702, 0.102138, -0.748400], [1.886362, 0.177979, -0.202446], [1.267419, -1.983286, -1.296949], [2.328182, -0.101657, -3.654968], [0.716250, -1.064605, -3.378637], [1.026199, 0.431360, -2.364357], [3.171465, -3.387808, -1.503026], [4.279963, -2.151584, -2.286671], [2.814851, -2.932222, -3.258933], [4.803449, -2.695033, 2.297548], [5.188268, -1.295207, 3.408762], [6.247084, -0.334122, -0.908999], [6.665347, 0.828413, 2.418547], [-1.976692, 8.559300, -0.625758], [-2.926192, 8.563908, 0.551163], [-3.178711, 7.083735, 0.758505], [-1.989038, 6.397250, 0.343325], [-1.143120, 7.323014, -0.353481], [-1.376845, 9.467012, -0.710117], [-2.539799, 8.432995, -1.556379], [-2.425770, 8.984290, 1.429700], [-3.841378, 9.131719, 0.375675], [-4.005366, 6.729921, 0.133215], [-3.399837, 6.837939, 1.799801], [-0.292074, 7.553664, 0.296696], [-0.766863, 6.860215, -1.268845], [4.929562, -6.727881, -3.836225], [3.768492, -7.126711, -4.719920], [2.576114, -6.760057, -3.858823], [2.975463, -5.642748, -3.051563], [4.396595, -5.480888, -3.159095], [5.857565, -6.551817, -4.382702], [5.113774, -7.508417, -3.090675], [3.771373, -6.520633, -5.631880], [3.777324, -8.178694, -5.009540], [2.304553, -7.579894, -3.185658], [1.698378, -6.490381, -4.450664], [4.586865, -4.588230, -3.765147], [4.825644, -5.326004, -2.166159]], "forces_ev_per_a": [[0.9, -1.8, -0.8], [-1.0, 1.3, 0.9], [1.3, 3.6, 0.8], [0.4, -2.0, 0.2], [-1.2, -0.2, 3.0], [-0.8, -0.3, 0.0], [-1.1, 1.0, 1.3], [0.8, -0.2, -2.0], [0.1, 0.2, 0.1], [0.3, 0.8, -0.5], [-0.6, 0.7, -1.2], [-0.1, -0.9, 0.8], [-0.3, 1.0, -0.4], [0.1, -1.4, 0.6], [0.4, 0.6, -0.5], [-0.5, -0.3, -0.7], [-1.1, -1.4, 3.5], [-2.2, -1.5, 2.0], [-1.3, 1.6, -5.7], [3.0, 1.7, -2.0], [0.9, -1.1, 3.6], [-0.7, -0.5, -3.0], [-1.1, -0.2, -0.5], [-0.1, 0.0, 0.3], [-0.7, -0.5, 1.0], [-0.6, -0.1, 1.1], [0.6, -0.1, 0.6], [6.9, -1.8, -0.3], [-4.3, 2.1, -0.4], [-0.1, 2.3, 2.6], [-2.5, -2.2, 0.1], [-2.3, -0.9, -0.5], [2.7, -0.1, -0.2], [-2.4, -0.1, -0.7], [1.6, -1.4, 0.5], [-1.0, -1.4, 0.5], [0.6, 2.0, -0.2], [-0.8, 0.2, -1.7], [0.9, 0.7, -1.5], [0.4, -1.8, -0.5], [1.2, 1.2, -0.7], [-0.4, -0.4, 1.5], [1.1, 0.3, -1.2], [-1.2, -1.4, 0.3], [-0.4, 1.4, 1.3], [1.5, -0.5, -0.4], [-0.8, 0.4, 1.6], [-1.3, -1.1, -0.6], [-0.4, -1.6, 0.5], [1.5, -0.4, -1.0], [-0.9, 0.6, 1.2], [0.9, -1.1, 0.8], [-0.9, 1.3, 0.6], [0.5, -0.5, -1.8], [-0.5, 1.0, 1.5], [0.8, -1.4, 0.4], [-0.1, -1.1, -1.3], [1.6, -0.2, 0.8], [-1.4, 0.7, 0.3], [1.0, 0.8, 1.3], [-1.8, -0.4, -0.7], [-0.4, 0.6, -1.9], [1.4, 0.9, -1.2], [1.8, 0.1, 1.0], [1.6, 1.3, 0.3], [-1.2, 1.5, 0.7], [-1.1, -1.2, 0.4], [1.4, -1.2, -0.2], [1.3, 0.9, -0.7], [-1.1, -0.4, 1.1], [1.6, 1.0, 0.4], [1.0, -1.2, -1.0], [0.1, 1.2, -1.4], [-1.5, -0.4, -0.4], [0.8, 0.6, 1.3], [-0.1, 2.0, -0.2], [-0.6, -0.1, -1.9], [-0.3, -1.0, 0.3], [0.3, -0.1, -1.0], [0.0, 0.1, -0.5], [0.0, 0.3, 0.4], [-0.2, -0.3, 0.0], [0.0, 0.3, -0.1], [0.3, -0.2, 0.2], [0.0, -0.1, 0.0], [0.1, 0.0, 0.0], [-0.1, 0.0, 0.0], [0.1, -0.1, 0.0], [-0.1, 0.0, 0.1], [0.1, -0.1, -0.1], [0.0, 0.1, -0.1], [0.0, -0.1, 0.1], [0.3, -0.2, 0.3], [-0.1, 0.0, -0.5], [-0.3, -0.1, 0.2], [0.2, -0.1, -0.1], [-0.1, 0.3, 0.0], [-0.1, 0.0, 0.1], [0.0, 0.1, -0.1], [0.0, -0.1, 0.0], [0.0, 0.1, 0.0], [0.0, 0.0, -0.1], [0.0, 0.1, 0.1], [0.1, 0.0, 0.0], [-0.1, 0.0, 0.0]], "lumo_energy_ev": -4.19, "total_charge": 1, "max_force_ha_per_bohr": 0.1385, "orbital_gap_ev": 4.98, "multiplicity": 1}

---

No. 2
{"formula": "C33H65ClIN3O8", "method": "ωB97M-V with the def2-TZVPD basis set", "elements": ["C", "C", "Cl", "C", "C", "C", "C", "N", "C", "C", "N", "C", "C", "I", "C", "N", "C", "O", "H", "H", "H", "H", "H", "H", "H", "H", "H", "C", "C", "C", "O", "H", "H", "H", "H", "H", "H", "H", "H", "C", "C", "C", "O", "H", "H", "H", "H", "H", "H", "H", "H", "C", "C", "C", "O", "H", "H", "H", "H", "H", "H", "H", "H", "C", "C", "C", "O", "H", "H", "H", "H", "H", "H", "H", "H", "C", "C", "C", "O", "H", "H", "H", "H", "H", "H", "H", "H", "C", "C", "C", "O", "H", "H", "H", "H", "H", "H", "H", "H", "C", "C", "C", "O", "H", "H", "H", "H", "H", "H", "H", "H"], "positions_angstrom": [[2.483035, -2.828376, 3.350124], [2.556300, -1.997331, 1.938823], [4.014970, -2.734850, 0.988265], [1.255700, -2.175355, 0.956830], [-0.198559, -2.140221, 1.712679], [-1.405344, -3.221766, 1.363672], [-2.877080, -3.248822, 2.143765], [-3.845181, -4.316897, 1.720879], [-5.122644, -4.272910, 2.510192], [-5.416137, -3.150351, 3.651403], [-4.499363, -2.035668, 4.072210], [-3.220500, -2.150121, 3.292164], [-2.028201, -1.034252, 3.639322], [-2.491776, 0.468144, 5.215640], [-0.566367, -1.026886, 2.894649], [0.439249, 0.059373, 3.302202], [-0.009702, 1.172632, 2.583873], [-0.622798, 2.308951, 2.158385], [1.430709, -2.854683, 3.861195], [3.204191, -2.272122, 4.121850], [2.940272, -3.896046, 3.202267], [2.781024, -0.843353, 2.078419], [1.377466, -3.122327, 0.240168], [1.271563, -1.240570, 0.214300], [-1.212994, -4.028452, 0.506702], [-5.942121, -5.097173, 2.275024], [-6.476639, -3.202588, 4.195684], [7.860397, -1.119654, -1.329962], [8.070139, -0.583313, 0.077131], [8.684404, -1.636240, 0.985712], [6.817716, -0.167350, 0.615570], [7.175388, -1.974889, -1.325328], [7.406362, -0.354990, -1.969515], [8.808165, -1.433525, -1.778143], [8.720491, 0.297444, 0.042139], [8.028595, -2.509798, 1.072421], [8.818144, -1.240249, 1.998102], [9.656890, -1.965691, 0.607060], [6.233643, -0.943009, 0.650306], [-4.635345, 3.267540, -0.494831], [-4.058842, 1.878423, -0.717459], [-3.778393, 1.176823, 0.601859], [-2.848742, 1.983244, -1.463232], [-3.931962, 3.899695, 0.058630], [-4.820679, 3.765304, -1.452834], [-5.575739, 3.219946, 0.062878], [-4.758731, 1.280269, -1.310992], [-3.044631, 1.734883, 1.194201], [-3.352330, 0.183198, 0.426332], [-4.693025, 1.066488, 1.192553], [-2.221247, 2.512923, -0.943919], [-5.408067, -5.129837, 7.386227], [-6.713065, -5.746629, 6.908616], [-7.245412, -6.760644, 7.908554], [-6.500929, -6.387644, 5.653385], [-4.633452, -5.895531, 7.506105], [-5.030374, -4.411097, 6.650938], [-5.541512, -4.615055, 8.342698], [-7.457261, -4.958190, 6.752248], [-6.535910, -7.584149, 8.046951], [-8.178337, -7.205390, 7.545953], [-7.433981, -6.294877, 8.880741], [-5.841367, -7.089280, 5.782536], [-7.471489, 5.627537, -2.460993], [-8.055715, 4.238398, -2.662336], [-8.154657, 3.887399, -4.138312], [-9.353379, 4.182191, -2.075466], [-8.104570, 6.390391, -2.927841], [-7.417661, 5.871453, -1.394459], [-6.466273, 5.698688, -2.887752], [-7.431686, 3.498753, -2.149082], [-8.811956, 4.588587, -4.664619], [-8.588238, 2.890052, -4.268445], [-7.169977, 3.906350, -4.615483], [-9.914445, 4.835785, -2.524928], [1.702599, 2.469223, -2.383885], [0.689332, 2.708366, -3.491886], [0.106991, 4.110785, -3.417086], [-0.363251, 1.753475, -3.383452], [1.235411, 2.567694, -1.397617], [2.104242, 1.451824, -2.442780], [2.533682, 3.178222, -2.449199], [1.167426, 2.559776, -4.466187], [-0.416754, 4.267444, -2.467425], [-0.629678, 4.264502, -4.212899], [0.890144, 4.869103, -3.513359], [-0.793485, 1.877875, -2.521234], [4.892403, -0.035054, -3.402204], [4.308177, -1.424193, -3.603547], [4.209235, -1.775191, -5.079523], [3.010513, -1.480400, -3.016678], [4.259322, 0.727801, -3.869052], [4.946231, 0.208862, -2.335670], [5.897619, 0.036097, -3.828963], [4.932206, -2.163837, -3.090294], [3.551936, -1.074003, -5.605830], [3.775654, -2.772539, -5.209656], [5.193915, -1.756241, -5.556694], [2.449447, -0.826806, -3.466140], [8.478335, 3.796285, -2.471764], [7.349636, 2.997437, -3.103780], [5.991249, 3.478841, -2.619497], [7.506194, 1.618930, -2.777105], [8.472400, 3.687905, -1.381395], [9.450414, 3.430711, -2.820055], [8.395336, 4.859432, -2.717683], [7.403441, 3.083852, -4.194445], [5.897161, 3.359212, -1.534351], [5.189074, 2.886844, -3.073021], [5.833561, 4.532472, -2.869781], [7.459858, 1.532576, -1.810465]], "forces_ev_per_a": [[1.1, 0.7, 0.6], [-0.8, -0.1, 0.4], [-1.0, 0.9, 0.7], [-0.5, 0.8, -0.8], [-4.1, -1.4, 1.3], [1.0, 2.6, 2.0], [0.3, 0.5, 0.1], [-2.2, 3.7, 4.8], [3.1, 2.2, 0.1], [2.1, 0.7, -0.8], [0.6, -5.6, -4.9], [1.2, 0.3, -0.3], [1.7, -2.1, -2.7], [0.6, -1.5, -1.7], [-3.8, -2.1, -0.2], [-3.7, 4.4, -5.1], [-3.3, 3.1, 1.1], [5.5, -9.4, 3.2], [1.9, 0.0, -1.3], [-1.5, -1.2, -1.7], [-1.2, 2.0, 0.2], [-0.4, -2.7, -0.2], [-0.5, 2.0, 1.9], [0.0, -2.0, 1.6], [-0.5, 2.0, 2.2], [2.0, 2.0, 0.5], [2.7, 0.2, -1.3], [0.0, 0.2, -0.3], [-0.3, -0.8, -0.1], [0.3, 0.1, 0.3], [-0.2, 0.2, 0.1], [0.1, 0.0, 0.1], [0.2, -0.4, 0.1], [-0.1, 0.0, 0.0], [-0.2, 0.0, 0.1], [0.0, 0.1, -0.2], [0.0, 0.0, -0.2], [-0.1, 0.0, 0.1], [0.2, 0.3, 0.0], [-0.2, 0.2, -0.2], [0.2, 0.3, 0.6], [0.0, -0.3, 0.1], [0.4, 0.0, -0.3], [0.0, -0.1, 0.1], [0.0, -0.1, 0.1], [0.1, 0.0, 0.0], [0.3, 0.1, -0.1], [-0.1, 0.1, 0.0], [-0.1, 0.1, 0.0], [0.1, 0.0, 0.0], [-0.4, -0.1, 0.0], [0.1, 0.4, -0.1], [0.5, -0.4, 0.3], [-0.4, -0.1, 0.1], [0.0, -0.1, -0.3], [-0.1, 0.0, 0.1], [-0.1, 0.0, 0.1], [0.1, -0.1, -0.1], [0.1, -0.2, -0.2], [0.1, 0.2, 0.0], [0.1, 0.1, 0.1], [0.0, -0.1, -0.1], [-0.3, 0.3, 0.0], [0.2, 0.1, 0.3], [-0.2, 0.5, -0.4], [0.1, -0.3, -0.2], [-0.2, 0.0, 0.1], [0.1, -0.1, -0.1], [0.0, -0.1, -0.1], [-0.1, 0.0, 0.0], [-0.3, 0.0, 0.1], [0.1, 0.1, 0.1], [0.1, 0.1, 0.1], [-0.1, 0.0, 0.0], [0.3, -0.3, 0.2], [0.3, -0.2, -0.1], [-0.3, 0.1, 0.6], [-0.1, 0.2, -0.3], [0.1, -0.1, -0.1], [0.0, 0.1, -0.1], [0.0, 0.1, 0.0], [0.0, -0.1, 0.1], [-0.2, -0.1, 0.1], [0.1, 0.0, 0.0], [0.2, 0.0, 0.1], [-0.1, 0.0, 0.0], [0.0, -0.2, -0.5], [0.2, -0.1, 0.2], [-0.2, 0.6, -0.4], [0.1, -0.3, -0.2], [-0.3, -0.1, 0.2], [0.0, -0.1, -0.1], [0.1, -0.1, -0.1], [-0.2, 0.1, 0.1], [-0.2, 0.0, 0.1], [0.1, 0.1, 0.1], [0.1, 0.1, 0.1], [-0.1, 0.0, 0.0], [0.2, -0.3, 0.1], [0.3, 0.1, -0.2], [-0.1, 0.2, 0.6], [-0.3, 0.0, -0.2], [0.2, 0.1, -0.1], [-0.2, 0.1, -0.1], [-0.2, 0.1, 0.0], [0.0, -0.1, 0.1], [0.0, -0.2, 0.1], [0.1, 0.1, -0.1], [0.1, 0.1, 0.0], [0.0, -0.1, 0.1], [0.0, 0.2, -0.3]], "lumo_energy_ev": -1.60, "max_force_ha_per_bohr": 0.2203, "orbital_gap_ev": 6.96, "de_lowest_ev": 14.558, "multiplicity": 1}